<a>
DFT (the ωB97M-V functional and the def2-TZVPD basis) results for 2 unconnected molecules or ions with the total composition C3H6.

Each line ends with the Löwdin charge.
CARTESIAN COORDINATES (ANGSTROEM)
C: -1.2485 0.6433 -0.3210  -0.069
C: -0.2279 -0.1186 -0.1127  -0.222
C: 1.1691 -0.0909 0.3532  -0.150
H: -2.2167 0.4300 -0.6151  0.024
H: -1.1016 1.6269 0.0462  0.054
H: -1.0675 -2.2129 -0.7596  0.097
H: 1.0976 -0.0111 1.5174  0.115
H: 1.8148 0.6861 -0.0695  0.069
H: 1.7807 -0.9528 -0.0390  0.081

Summary:
- HOMO level (spin up / spin down): -8.34 / -9.82 eV
- HOMO-LUMO gap (spin up / spin down): 8.257 / 10.160 eV

<b>
DFT (the ωB97M-V functional and the def2-TZVPD basis) results for a single C3H6 molecule.

Each line ends with the Löwdin charge.
CARTESIAN COORDINATES (ANGSTROEM)
C: -1.2064 0.5673 -0.1184  -0.031
C: -0.1573 -0.1528 0.4411  -0.312
C: 1.1694 -0.3655 -0.2171  -0.204
H: -0.9819 1.2679 -0.9918  0.067
H: -2.2243 0.7379 0.2957  0.045
H: -0.2009 -0.9693 1.2355  0.099
H: 1.0454 -0.1733 -1.3891  0.087
H: 1.9967 0.4137 0.3589  0.130
H: 1.5307 -1.5710 -0.1430  0.118

Summary:
- HOMO level: -9.42 eV
- Structure (SMILES): C=CC
- HOMO-LUMO gap: 10.635 eV

Relative stability in kJ/mol, measured from the most stable structure: <a> 329.9; <b> 0.0

<a>
DFT (the ωB97M-V functional and the def2-TZVPD basis) results for a single C3H5NS molecule.

Each line ends with the Löwdin charge.
CARTESIAN COORDINATES (ANGSTROEM)
N: -2.8666 0.0560 0.4885  0.060
C: -1.5799 -0.3390 0.0542  -0.166
C: -0.4015 0.1916 0.5222  -0.201
C: 0.7776 -0.3846 -0.0227  -0.758
S: 2.2105 0.2342 -0.4923  0.602
H: -3.5769 -0.4119 -0.0467  0.079
H: -3.0041 0.9941 0.8825  0.106
H: -1.6153 -1.2149 -0.5523  0.108
H: -0.4462 1.1008 1.1948  0.125
H: 0.5647 -1.4161 -0.3432  0.045

Summary:
- HOMO level: -8.17 eV
- Structure (SMILES): N/C=C/C=S
- HOMO-LUMO gap: 8.116 eV

<b>
DFT (the ωB97M-V functional and the def2-TZVPD basis) results for a single C3H5NS molecule.

Each line ends with the Löwdin charge.
CARTESIAN COORDINATES (ANGSTROEM)
S: 2.5093 0.2002 0.0020  0.616
C: 1.1632 -0.7640 -0.2183  -0.681
N: -0.0037 -0.2699 -0.6459  -0.194
C: -0.3591 0.9701 -0.1683  -0.203
C: -1.1291 -0.2626 0.3125  -0.052
H: 1.2105 -1.8857 -0.2088  0.088
H: 0.4181 1.5364 0.5407  0.112
H: -0.9445 1.5960 -0.8655  0.114
H: -0.7797 -0.5589 1.3023  0.107
H: -2.0850 -0.5615 -0.0507  0.094

Summary:
- HOMO level: -8.69 eV
- Structure (SMILES): S=CN1CC1
- HOMO-LUMO gap: 8.847 eV

Relative stability in kJ/mol, measured from the most stable structure: <a> 0.0; <b> 92.6

<a>
DFT (the ωB97M-V functional and the def2-TZVPD basis) results for a single C3H5NS molecule.

Each line ends with the Löwdin charge.
CARTESIAN COORDINATES (ANGSTROEM)
C: 1.7088 1.0964 2.0686  0.013
C: 1.3679 0.2223 1.1064  -0.201
N: 0.0885 0.2480 0.4700  -0.074
C: -0.2669 -0.6856 -0.4580  -0.742
S: -1.4501 -0.4666 -1.5788  0.581
H: 2.6527 1.1119 2.6106  0.057
H: 0.8977 1.7749 2.3241  0.057
H: 2.0565 -0.5631 0.9155  0.094
H: -0.2807 1.1860 0.2201  0.137
H: 0.3961 -1.5788 -0.4019  0.078

Summary:
- HOMO level: -8.73 eV
- Structure (SMILES): C=CNC=S
- HOMO-LUMO gap: 9.050 eV

<b>
DFT (the ωB97M-V functional and the def2-TZVPD basis) results for a single C3H5NS molecule.

Each line ends with the Löwdin charge.
CARTESIAN COORDINATES (ANGSTROEM)
S: -0.2200 -1.2770 -2.2555  0.710
C: 0.3392 -0.0912 -1.4252  -0.803
N: 0.4256 0.1402 -0.0967  -0.261
C: -0.0263 -0.5960 0.9764  -0.162
C: -0.4160 0.8707 0.7552  -0.090
H: 0.8896 0.7654 -1.9640  0.091
H: -0.5723 -1.6092 0.5192  0.133
H: 0.7546 -0.9926 1.7632  0.131
H: -1.3651 1.1082 0.3118  0.098
H: 0.1908 1.6815 1.4156  0.154

Summary:
- HOMO level: -8.78 eV
- Structure (SMILES): S=CN1CC1
- HOMO-LUMO gap: 9.176 eV

<c>
DFT (the ωB97M-V functional and the def2-TZVPD basis) results for a single C3H5NS molecule.

Each line ends with the Löwdin charge.
CARTESIAN COORDINATES (ANGSTROEM)
N: 0.0800 1.4093 -0.6287  0.108
C: -0.8212 0.4795 -0.2996  -0.186
C: -0.5310 -0.7665 0.1692  -0.221
C: 0.7319 -1.2592 0.5758  -0.636
S: 2.2192 -0.5562 0.3305  0.618
H: -0.1843 2.2722 -0.9334  0.065
H: 1.0688 1.0866 -0.5260  -0.006
H: -1.8603 0.8148 -0.3277  0.125
H: -1.3751 -1.4339 0.3182  0.091
H: 0.6719 -2.0467 1.3217  0.043

Summary:
- HOMO level: -8.35 eV
- Structure (SMILES): N/C=C\C=S
- HOMO-LUMO gap: 8.261 eV

<d>
DFT (the ωB97M-V functional and the def2-TZVPD basis) results for a molecular structure, C3H5NS.

Each line ends with the Löwdin charge.
CARTESIAN COORDINATES (ANGSTROEM)
C: 0.0237 0.5615 1.0109  -0.423
C: -0.2661 -0.7575 0.1378  -0.244
C: 0.3657 -0.3450 -1.1641  -0.338
H: 1.0794 0.7825 1.2063  0.055
H: -0.5616 0.5910 1.9963  0.096
H: 0.1031 -1.7244 0.5159  0.102
H: -1.4208 -0.6271 0.0342  0.125
H: 0.7966 -1.1405 -1.8324  0.118
N: 0.3499 0.8724 -1.5761  -0.277
S: -0.4699 1.7872 -0.3289  0.784

Summary:
- HOMO level: -8.65 eV
- HOMO-LUMO gap: 9.552 eV

Relative stability in kJ/mol, measured from the most stable structure: <a> 25.6; <b> 234.3; <c> 0.0; <d> 46.5

<a>
DFT (the ωB97M-V functional and the def2-TZVPD basis) results for a single C3H5NS molecule.

Each line ends with the Löwdin charge.
CARTESIAN COORDINATES (ANGSTROEM)
C: -0.0790 -2.1973 -0.1804  0.051
N: -0.2408 -0.9943 0.1445  -0.006
C: -0.8734 0.0839 -0.0770  -0.654
C: -0.3165 1.4426 -0.1245  -0.113
S: -2.8385 -0.0785 0.0160  0.297
H: 0.3889 -2.8632 0.5277  0.085
H: -0.3775 -2.5905 -1.1484  0.098
H: -1.0263 2.1060 -0.6106  0.067
H: -0.1708 1.8011 0.8964  0.095
H: 0.6392 1.4627 -0.6422  0.080

Summary:
- HOMO level: -7.94 eV
- Structure (SMILES): C=NC(C)=S
- HOMO-LUMO gap: 7.279 eV

<b>
DFT (the ωB97M-V functional and the def2-TZVPD basis) results for a single C3H5NS molecule.

Each line ends with the Löwdin charge.
CARTESIAN COORDINATES (ANGSTROEM)
C: -0.2902 1.2567 -0.1828  -0.145
C: -0.1394 -0.1852 0.3228  -0.786
S: -1.4861 -1.3467 -0.0636  0.735
C: 1.1238 -0.8073 0.0591  -0.345
N: 2.1071 -1.3954 -0.1645  0.154
H: 0.7432 1.7342 -0.1026  0.103
H: -1.2058 1.7643 0.2920  0.102
H: -0.5153 1.2189 -1.2995  0.086
H: 0.1482 0.1193 1.4285  0.152
H: -0.4855 -2.3588 -0.2894  -0.057

Summary:
- HOMO level: -9.87 eV
- Structure (SMILES): C[C@@H](S)C#N
- HOMO-LUMO gap: 10.389 eV

<c>
DFT (the ωB97M-V functional and the def2-TZVPD basis) results for a single C3H5NS molecule.

Each line ends with the Löwdin charge.
CARTESIAN COORDINATES (ANGSTROEM)
N: 1.8517 -0.4067 -0.1857  -0.010
C: 0.6428 0.4414 -0.0520  -0.081
C: -0.6104 -0.3163 0.1533  -0.251
C: -1.7691 0.3733 0.1517  -0.765
S: -3.2793 -0.2546 -0.1557  0.563
H: 2.7279 -0.0217 -0.3388  0.019
H: 1.6944 -1.4327 0.5069  0.222
H: 0.8433 1.5338 -0.4882  0.157
H: -0.3824 -1.3604 0.0062  0.088
H: -1.7190 1.4440 0.4023  0.058

Summary:
- HOMO level: -8.00 eV
- Structure (SMILES): N/C=C/C=S
- HOMO-LUMO gap: 7.440 eV

Relative stability in kJ/mol, measured from the most stable structure: <a> 94.0; <b> 0.0; <c> 159.2

<a>
DFT (the ωB97M-V functional and the def2-TZVPD basis) results for a single C3H3ClOS molecule.

Each line ends with the Löwdin charge.
CARTESIAN COORDINATES (ANGSTROEM)
O: -1.8468 1.1212 -0.0836  0.001
C: -1.1341 -0.0279 -0.0055  -0.880
S: -1.7774 -1.5043 0.0230  0.763
C: 0.3126 0.2523 0.0388  -0.197
C: 1.1771 -0.7534 -0.1138  -0.536
Cl: 2.8798 -0.4356 0.0120  0.623
H: -1.4021 1.8896 0.2679  0.101
H: 0.7814 1.2232 0.0817  0.100
H: 1.0096 -1.7650 -0.2205  0.025

Summary:
- HOMO level: -9.15 eV
- Structure (SMILES): OC(=S)/C=C/Cl
- HOMO-LUMO gap: 8.575 eV

<b>
DFT (the ωB97M-V functional and the def2-TZVPD basis) results for a single C3H3ClOS molecule.

Each line ends with the Löwdin charge.
CARTESIAN COORDINATES (ANGSTROEM)
C: -1.2651 0.2269 0.4459  0.028
C: -0.2946 -0.2179 -0.5922  -0.497
C: 0.7567 0.5338 0.1229  -0.882
O: 1.9922 -1.7925 -0.4121  -0.517
S: 0.9297 -1.2302 0.4006  0.957
Cl: 1.5445 2.0174 0.0100  0.678
H: -1.7340 1.1891 0.3782  0.068
H: -1.4492 -0.3985 1.2963  0.050
H: -0.4803 -0.3282 -1.6496  0.114

Summary:
- HOMO level: -8.82 eV
- HOMO-LUMO gap: 8.875 eV

Relative stability in kJ/mol, measured from the most stable structure: <a> 0.0; <b> 340.0

<a>
DFT (the ωB97M-V functional and the def2-TZVPD basis) results for a single C4H6FNOS molecule.

Each line ends with the Löwdin charge.
CARTESIAN COORDINATES (ANGSTROEM)
C: 1.6073 -1.8120 -1.4102  -0.066
O: 0.2937 -1.3914 -1.7935  -0.081
C: -0.4760 -0.6199 -0.9928  -0.387
N: -1.7289 -0.8066 -1.4121  0.139
C: -0.0822 0.2805 0.0203  -0.241
F: 1.3783 0.2714 0.4699  -0.148
C: -1.0008 0.9536 0.9058  -0.569
S: -0.2012 1.6820 2.2444  0.584
H: 1.8618 -1.9768 -0.2128  0.153
H: 2.3235 -0.8925 -1.3444  0.106
H: 1.9341 -2.5638 -2.1188  0.082
H: -1.3766 -1.1904 -2.3648  0.167
H: -2.3767 0.0380 -1.3581  0.138
H: -2.0893 1.1961 0.3520  0.125

Summary:
- HOMO level: -8.19 eV
- Structure (SMILES): CO/C(N)=C(\F)C=S
- HOMO-LUMO gap: 7.577 eV

<b>
DFT (the ωB97M-V functional and the def2-TZVPD basis) results for a molecular structure, C4H6FNOS.

Each line ends with the Löwdin charge.
CARTESIAN COORDINATES (ANGSTROEM)
C: -1.9173 -2.2691 -0.0336  -0.066
C: 0.0356 -0.8228 0.0088  -0.354
C: 0.5221 -0.3343 1.1940  -0.090
C: 0.1862 -0.0584 -1.2736  -0.275
H: -2.0769 -3.4544 0.4613  0.158
H: -2.1696 -1.1746 0.6572  0.160
H: -2.3707 -2.0808 -1.1634  0.111
H: 0.9193 0.7744 1.3275  0.101
H: -0.1138 -0.8763 -2.0751  0.155
H: 1.6423 3.4394 -1.4498  0.026
N: 0.3132 1.1051 -1.5829  -0.357
O: -0.4691 -2.0484 0.1229  -0.210
F: 0.5807 -0.8436 2.4118  0.056
S: 0.4715 2.5328 -0.5462  0.585

Summary:
- HOMO level: -8.81 eV
- HOMO-LUMO gap: 8.606 eV

<c>
DFT (the ωB97M-V functional and the def2-TZVPD basis) results for a single C4H6FNOS molecule.

Each line ends with the Löwdin charge.
CARTESIAN COORDINATES (ANGSTROEM)
O: -0.5765 -0.4277 -1.4994  0.011
C: -0.0635 -0.1748 -0.2247  -0.577
C: 1.4391 -0.5281 -0.3142  -0.119
F: 2.1617 -0.3438 0.8748  -0.043
C: -0.7622 -0.9805 0.8762  -0.180
N: -1.6396 -0.3808 1.5665  -0.289
S: -1.8678 1.2445 1.1114  0.850
C: -0.2806 1.3312 0.0438  -0.296
H: -1.3604 0.1074 -1.5575  0.087
H: 1.8842 0.1726 -1.0553  0.140
H: 1.5567 -1.5365 -0.6796  0.125
H: -0.6148 -2.0406 1.0308  0.125
H: 0.5402 1.6399 0.6808  0.078
H: -0.4164 1.9171 -0.8537  0.088

Summary:
- HOMO level: -9.03 eV
- Structure (SMILES): O[C@]1(CF)C=NSC1
- HOMO-LUMO gap: 9.643 eV

Relative stability in kJ/mol, measured from the most stable structure: <a> 298.9; <b> 521.6; <c> 0.0

<a>
DFT (the ωB97M-V functional and the def2-TZVPD basis) results for a single C5H5NO molecule.

Each line ends with the Löwdin charge.
CARTESIAN COORDINATES (ANGSTROEM)
N: 0.9968 -1.9799 -1.5731  0.174
C: 0.6390 -0.9320 -1.2369  -0.206
C: 0.2687 0.3862 -0.7593  -0.236
C: 1.0810 0.7864 0.4679  -0.023
C: -0.3725 0.4481 0.6108  -0.200
C: -1.2968 -0.7368 0.6956  -0.262
O: -1.2988 -1.7296 1.3648  0.093
H: -0.2491 0.9906 -1.4923  0.143
H: 1.8965 0.1124 0.7229  0.120
H: 1.3195 1.8375 0.6255  0.112
H: -0.9610 1.3611 0.7112  0.143
H: -2.0234 -0.5440 -0.1371  0.141

Summary:
- HOMO level: -10.34 eV
- Structure (SMILES): N#C[C@@H]1C[C@@H]1C=O
- HOMO-LUMO gap: 10.846 eV

<b>
DFT (the ωB97M-V functional and the def2-TZVPD basis) results for a single C5H5NO molecule.

Each line ends with the Löwdin charge.
CARTESIAN COORDINATES (ANGSTROEM)
C: 3.0804 -0.0358 -0.3393  0.151
C: 2.0493 0.0122 0.2874  -0.031
C: 0.6703 0.0325 0.8010  -0.379
O: 0.4039 0.2256 1.9698  0.088
C: -0.3906 0.0282 -0.2960  -0.183
C: -1.9143 -0.4686 -0.3781  -0.095
N: -1.5511 0.8229 0.1011  -0.016
H: 3.9535 -0.1210 -0.9547  0.042
H: 0.1002 0.3787 -1.2173  0.129
H: -2.5452 -1.0697 0.3015  0.111
H: -2.3249 -0.5225 -1.3943  0.094
H: -1.5316 0.7175 1.1191  0.089

Summary:
- HOMO level: -9.56 eV
- Structure (SMILES): C#CC(=O)[C@H]1CN1
- HOMO-LUMO gap: 9.471 eV

<c>
DFT (the ωB97M-V functional and the def2-TZVPD basis) results for a single C5H5NO molecule.

Each line ends with the Löwdin charge.
CARTESIAN COORDINATES (ANGSTROEM)
N: -0.6352 -0.0086 -2.8306  0.164
C: -0.7853 -0.0051 -1.6785  -0.190
C: -1.0306 0.0103 -0.2735  -0.239
C: -0.4745 1.0737 0.5935  -0.045
C: 0.0836 -0.3056 0.6793  -0.220
C: 1.3872 -0.5413 0.1255  -0.156
O: 2.1486 -1.3904 0.7304  -0.030
H: -1.9879 -0.3808 0.0323  0.149
H: 0.1614 1.7907 0.0971  0.123
H: -1.0704 1.4331 1.4203  0.119
H: -0.1778 -0.8951 1.5505  0.155
H: 2.3809 -0.7809 -0.4464  0.171

Summary:
- HOMO level: -9.29 eV
- Structure (SMILES): N#C[C@@H]1C[C@@H]1C=O
- HOMO-LUMO gap: 9.835 eV

Relative stability in kJ/mol, measured from the most stable structure: <a> 0.0; <b> 163.5; <c> 213.6

<a>
DFT (the ωB97M-V functional and the def2-TZVPD basis) results for a single C5H5NO molecule.

Each line ends with the Löwdin charge.
CARTESIAN COORDINATES (ANGSTROEM)
O: 2.3865 -1.0712 -0.0795  0.125
C: 1.3963 -0.4398 -0.0166  -0.379
C: 1.1831 1.0677 0.2449  -0.005
C: -0.0895 1.2714 0.0504  -0.108
C: -0.7961 0.0335 -0.3037  -0.370
C: -1.0349 -1.2050 0.4939  -0.062
N: 0.0746 -1.0580 -0.3789  -0.013
H: 1.8255 2.0643 0.3026  0.154
H: -0.7764 2.2492 -0.1724  0.166
H: -1.3597 0.2856 -1.3979  0.194
H: -1.0155 -1.3789 1.5796  0.119
H: -1.7938 -1.8190 -0.3224  0.179

Summary:
- HOMO level: -9.44 eV
- Structure (SMILES): O=C1C=C[C@@H]2CN12
- HOMO-LUMO gap: 10.034 eV

<b>
DFT (the ωB97M-V functional and the def2-TZVPD basis) results for a single C5H5NO molecule.

Each line ends with the Löwdin charge.
CARTESIAN COORDINATES (ANGSTROEM)
C: -2.3207 0.5858 0.3839  0.148
C: -1.2580 0.1776 -0.0052  -0.103
C: 0.0443 -0.3278 -0.4669  -0.303
C: 0.3113 0.0663 -1.8577  -0.181
N: 0.5584 0.3497 -2.9504  0.166
C: 1.1974 0.0970 0.4697  -0.232
O: 1.1655 -0.6384 1.6644  -0.043
H: -3.2709 0.9481 0.7131  0.038
H: 0.0233 -1.4258 -0.4409  0.160
H: 1.1438 1.1815 0.6402  0.133
H: 2.1514 -0.1281 -0.0148  0.129
H: 0.2540 -0.8860 1.8645  0.087

Summary:
- HOMO level: -10.94 eV
- Structure (SMILES): C#C[C@@H](C#N)CO
- HOMO-LUMO gap: 11.602 eV

Relative stability in kJ/mol, measured from the most stable structure: <a> 144.3; <b> 0.0